Entry 1:
This record from the OMol25 dataset describes C14H17I2LaMnNO4S as an isolated structure at a distorted geometry. The level of theory is ωB97M-V/def2-TZVPD.

* DFT total energy: -3073.53449 a.u.
* charge: +4
* maximum force: 19.574 eV/A
* expectation value of S²: 6.07
* 2S+1: 5

XYZ file:
```
41
Properties=species:S:1:pos:R:3:forces:R:3
I 4.348 -1.360 -0.762 0.46 1.41 -0.82
I 4.341 1.373 -0.747 0.49 -1.48 -0.44
La 0.153 1.398 0.058 7.19 -8.08 -0.79
Mn 0.004 -1.580 -0.010 1.51 2.03 0.22
S 0.864 -0.111 -1.678 0.77 -2.75 -3.15
C -0.934 -2.674 -1.166 -1.98 -2.79 -2.12
C -0.493 -2.680 1.405 -1.26 -3.30 2.57
C 0.025 -0.007 -3.325 0.19 -0.41 -1.02
C 0.549 1.253 -4.008 0.33 0.06 0.16
C -1.495 -0.002 -3.229 0.00 -0.16 0.35
C 0.551 -1.252 -4.008 -0.02 -0.44 -0.75
C -0.526 2.768 1.474 -6.56 13.33 12.74
C -0.990 2.738 -1.227 -8.63 10.21 -9.44
O -0.823 -3.400 2.230 0.81 1.83 -1.80
O -1.511 -3.398 -1.837 1.34 1.73 1.55
O -0.871 3.491 2.340 2.25 -4.33 -4.78
O -1.584 3.479 -1.922 3.52 -4.26 4.12
H 0.174 1.272 -5.038 0.08 0.05 0.16
H 1.648 1.258 -4.036 -0.28 0.02 -0.13
H 0.216 2.174 -3.508 0.02 -0.16 -0.18
H -1.901 0.000 -4.254 0.06 0.02 0.35
H -1.881 0.889 -2.711 0.01 -0.15 -0.21
H -1.878 -0.892 -2.713 0.00 0.23 -0.26
H 0.177 -1.272 -5.037 0.09 -0.14 0.07
H 0.220 -2.171 -3.508 0.02 0.19 -0.19
H 1.648 -1.255 -4.036 -0.27 0.03 -0.12
C -1.694 0.159 2.133 -2.43 0.55 -0.76
C -0.288 0.040 2.420 3.21 -0.70 2.44
C 0.124 -0.126 3.766 -1.06 -0.05 1.58
C 1.488 -0.268 3.846 -2.70 0.05 2.77
C 1.963 -0.184 2.569 -1.18 -0.37 -0.36
C 3.373 -0.268 2.340 -0.42 0.59 -2.25
N 0.926 -0.025 1.656 0.17 -1.68 0.76
H -2.298 0.116 3.068 0.56 -0.16 -0.39
H -2.125 -0.602 1.481 0.02 -0.23 -0.21
H -2.078 1.129 1.745 0.22 -0.16 -0.19
H -0.629 -0.137 4.588 0.92 -0.02 -0.54
H 1.971 -0.404 4.811 0.47 0.05 -0.45
H 3.801 0.577 2.889 0.61 -0.42 0.08
H 3.646 -1.263 2.688 0.77 0.11 0.10
H 3.448 -0.128 1.242 0.71 -0.24 1.33
```
Forces are in eV/Å.


Entry 2:
This record from the OMol25 dataset describes C23H33FN7O3PbSSi as an isolated structure. The level of theory is ωB97M-V/def2-TZVPD.

* DFT total energy: -2484.87588 a.u.
* charge: +3
* maximum force: 0.340 eV/A

XYZ file:
```
70
Properties=species:S:1:pos:R:3:forces:R:3
Pb 1.875 3.647 -0.313 0.05 -0.10 -0.25
F 1.494 -2.765 -3.098 0.04 0.06 0.02
C 0.696 -2.358 -2.099 0.03 0.01 -0.02
C 0.901 -1.114 -1.586 0.09 0.02 0.00
C 0.116 -0.642 -0.527 0.00 0.09 0.04
C 0.326 0.684 0.021 0.05 -0.01 0.13
O 1.352 1.356 -0.313 -0.01 0.16 0.03
C -0.636 1.122 0.967 0.12 0.05 -0.18
C -1.544 0.219 1.475 -0.03 -0.10 0.08
N -1.675 -1.032 1.043 0.00 -0.05 -0.09
C -2.593 -1.951 1.709 0.05 0.03 -0.05
C -3.872 -1.446 2.290 -0.08 0.04 0.05
C -3.901 -2.300 1.059 -0.03 -0.02 -0.05
C -0.879 -1.485 -0.015 -0.11 0.03 0.11
C -1.074 -2.757 -0.557 -0.02 -0.08 0.05
C -0.297 -3.235 -1.604 -0.07 -0.15 -0.03
N -0.524 -4.509 -2.137 0.03 0.04 0.02
C -0.848 -5.631 -1.261 0.02 0.08 -0.08
C -2.007 -6.427 -1.859 0.01 -0.03 -0.02
N -1.899 -6.394 -3.369 0.06 0.00 0.04
C -0.464 -6.305 -3.803 -0.04 0.03 -0.01
C 0.100 -4.943 -3.396 -0.06 -0.05 0.07
C -0.767 2.511 1.467 0.08 0.13 -0.10
O -1.257 2.794 2.517 -0.10 0.02 0.04
O -0.387 3.487 0.562 -0.10 -0.13 0.06
H 1.693 -0.500 -1.992 -0.03 0.00 -0.01
H -2.196 0.523 2.282 0.00 -0.01 0.00
H -2.066 -2.729 2.246 0.03 0.02 0.02
H -4.138 -0.404 2.172 0.02 -0.02 -0.03
H -4.177 -1.875 3.234 0.01 0.00 -0.02
H -4.144 -1.806 0.127 0.02 0.01 0.03
H -4.249 -3.321 1.144 0.01 0.02 0.00
H -1.872 -3.368 -0.164 0.00 0.02 -0.01
H -1.137 -5.289 -0.274 0.02 0.02 0.04
H 0.029 -6.271 -1.123 0.02 -0.01 -0.01
H -2.977 -6.011 -1.599 -0.02 0.02 -0.01
H -1.975 -7.469 -1.547 -0.01 -0.02 -0.02
H -2.404 -5.583 -3.729 -0.01 0.02 0.01
H -2.348 -7.219 -3.770 0.00 -0.02 -0.01
H -0.411 -6.437 -4.880 -0.02 -0.02 -0.02
H 0.053 -7.137 -3.331 0.00 -0.01 0.02
H -0.118 -4.209 -4.170 0.00 0.02 -0.02
H 1.184 -5.046 -3.331 0.02 -0.02 0.02
C 6.903 2.381 2.248 -0.04 0.05 0.01
C 5.851 3.391 2.519 0.01 -0.04 0.06
N 5.936 4.386 3.338 -0.27 0.02 -0.13
N 4.728 5.021 3.241 0.19 0.17 0.22
C 3.891 4.462 2.384 0.08 -0.01 -0.07
S 2.302 4.956 2.015 -0.06 -0.22 0.11
N 4.598 3.405 1.909 0.04 -0.17 -0.19
N 4.096 2.517 0.953 -0.08 0.04 0.06
H 7.787 2.651 2.821 0.00 -0.01 0.00
H 7.175 2.357 1.191 -0.01 0.02 0.02
H 6.581 1.385 2.555 -0.01 0.01 -0.01
H 4.555 5.846 3.798 0.00 0.00 0.01
H 3.809 1.655 1.413 0.01 -0.01 -0.03
H 4.839 2.292 0.297 0.00 0.04 -0.04
C -1.614 5.925 1.667 0.02 0.14 0.16
Si -1.564 4.809 0.218 0.17 -0.15 0.06
C -3.112 3.893 -0.160 -0.15 -0.11 0.04
C -0.748 5.538 -1.276 0.10 0.08 -0.09
H -2.511 6.550 1.641 0.05 -0.01 -0.02
H -0.749 6.592 1.689 -0.02 0.00 0.05
H -1.634 5.342 2.588 -0.03 0.06 0.01
H -3.908 4.580 -0.461 0.05 -0.01 0.00
H -3.470 3.355 0.722 -0.02 0.02 -0.06
H -2.953 3.184 -0.975 -0.06 0.00 0.00
H -1.385 6.317 -1.707 0.02 -0.04 0.04
H -0.585 4.795 -2.062 0.01 0.06 -0.02
H 0.196 6.041 -1.033 -0.04 -0.01 -0.05
```
Forces are in eV/Å.


Which value of DFT total energy does entry 2 give? -2484.87588 a.u.


The highest maximum force belongs to which entry? C14H17I2LaMnNO4S


Look up the maximum force of the first one. 19.574 eV/A


charge of number 1 (C14H17I2LaMnNO4S)? +4